DFT (ωB97M-V with the def2-TZVPD basis set) results for a structure of composition C18H51O10PS at a distorted geometry.

Cartesian coordinates (Å):
O1 -1.724493 4.202454 1.898580
P1 -2.089831 2.816746 1.560442
O2 -3.555064 2.693392 0.860822
S1 -4.843161 3.091753 1.812255
O3 -5.253694 4.421727 1.481246
O4 -5.761217 2.095237 0.922714
H1 -2.028848 2.008130 2.707195
H2 -1.238557 2.268746 0.606711
H3 -6.655094 2.148827 1.277771
C1 1.068649 -0.700149 3.190474
C2 0.027606 -0.734223 2.084228
C3 0.125201 -1.998668 1.249429
O5 0.165414 0.416792 1.238312
H4 2.074693 -0.728940 2.760411
H5 0.977035 0.214290 3.776504
H6 0.958085 -1.553893 3.860328
H7 -0.969706 -0.661131 2.522923
H8 1.100144 -2.065736 0.760925
H9 -0.632832 -1.994590 0.464868
H10 -0.010816 -2.891906 1.855748
H11 1.042058 0.374950 0.842411
C4 0.528789 5.433183 -0.611483
C5 0.400924 4.640928 -1.904049
C6 0.225624 5.552387 -3.109018
O6 -0.687623 3.721467 -1.814046
H12 -0.375491 6.019993 -0.432706
H13 0.651386 4.764992 0.241187
H14 1.380767 6.114370 -0.648927
H15 1.290233 4.023727 -2.042920
H16 -0.687163 6.145130 -3.005387
H17 0.136571 4.965938 -4.024039
H18 1.068653 6.236732 -3.213737
H19 -1.492845 4.235007 -1.686715
C7 0.175242 -6.901489 0.035450
C8 1.139592 -5.792609 -0.353845
C9 2.480331 -6.347384 -0.810310
O7 1.321821 -4.885536 0.735114
H20 0.580440 -7.481162 0.870053
H21 -0.779024 -6.482536 0.354594
H22 -0.005522 -7.580368 -0.798605
H23 0.700286 -5.197041 -1.155572
H24 2.954236 -6.910235 -0.001156
H25 3.155217 -5.536901 -1.087840
H26 2.362880 -7.012149 -1.667074
H27 1.708907 -5.375708 1.468050
C10 -4.115336 -2.200138 -2.615676
C11 -2.879755 -2.908554 -2.081060
C12 -1.628012 -2.067688 -2.268673
O8 -2.723796 -4.179691 -2.714972
H28 -4.010323 -2.013840 -3.687985
H29 -5.002931 -2.817276 -2.472510
H30 -4.271103 -1.243014 -2.115812
H31 -3.019045 -3.127643 -1.020937
H32 -1.443488 -1.878024 -3.328759
H33 -0.753141 -2.590454 -1.880450
H34 -1.715490 -1.107155 -1.756457
H35 -2.593969 -4.019063 -3.655198
C13 2.828855 -0.091168 -4.580110
C14 1.961060 -0.852298 -3.589747
C15 2.798469 -1.556635 -2.531970
O9 1.132370 -1.792737 -4.271074
H36 3.494934 -0.779222 -5.108375
H37 2.209571 0.407366 -5.325860
H38 3.440322 0.659136 -4.076951
H39 1.271893 -0.159835 -3.103894
H40 3.463385 -2.288893 -2.998870
H41 2.157272 -2.093247 -1.830789
H42 3.410290 -0.846984 -1.972646
H43 1.701205 -2.427045 -4.719022
C16 1.474274 3.862564 6.267706
C17 1.325518 3.009765 5.017358
C18 1.058288 3.856376 3.784822
O10 0.273539 2.055863 5.196083
H44 0.554812 4.423953 6.454469
H45 1.662369 3.235768 7.139966
H46 2.294775 4.573913 6.165750
H47 2.233561 2.422051 4.871231
H48 0.120766 4.406364 3.894453
H49 0.958881 3.225314 2.900527
H50 1.860752 4.575508 3.612349
H51 -0.540576 2.552120 5.331768

Cartesian forces (eV/Å) of the 6 atoms listed first:
O -0.195 0.067 0.193
P 1.268 1.188 -0.192
O 0.210 -0.404 0.394
S -0.136 -0.041 -0.304
O 0.007 0.254 0.085
O 0.106 -0.252 0.097

Values from the calculation:
energy relative to the best compared isomer or geometry (same formula, charge and spin)	0.000	eV
spin multiplicity	1
F_max	0.034	Eh/bohr
HOMO-LUMO gap	10.35	eV
HOMO energy	-10.03	eV
DFT total energy	-60092.1936	eV

---

DFT (ωB97M-V with the def2-TZVPD basis set) results for a structure of composition C18H52AlAsF6N4O6 at a distorted geometry.

Cartesian coordinates (Å):
Al1 1.956577 -2.949019 1.239384
As1 -0.092459 1.176029 0.167760
F1 -0.811470 2.832404 0.045209
F2 0.553384 1.424434 1.785744
F3 0.636323 -0.475034 0.273238
F4 -0.662755 0.864776 -1.423482
F5 1.487919 1.832772 -0.509587
F6 -1.625079 0.577209 0.945987
C1 2.542370 1.236441 -3.737143
O1 3.209164 0.137577 -3.194833
H1 1.664510 1.412713 -3.115539
H2 3.288953 2.030319 -3.758485
H3 2.275586 0.915522 -4.744084
H4 4.110362 0.128218 -3.525538
C2 -1.739897 1.599093 -4.085038
O2 -1.217424 0.320615 -4.351694
H5 -1.612743 1.715743 -3.008781
H6 -1.144071 2.298154 -4.671897
H7 -2.792631 1.790852 -4.292626
H8 -0.271814 0.364500 -4.192021
C3 0.896747 -2.366739 -3.661315
C4 0.839390 -2.530432 -2.132038
C5 -0.650558 -2.893101 -1.769935
O3 -0.762439 -2.869554 -0.368092
C6 -2.159346 -2.984295 0.021753
N1 1.894618 -3.542514 -1.735477
H9 0.383852 -1.470743 -4.010907
H10 0.543477 -3.171886 -4.305559
H11 1.934702 -2.184978 -3.940063
H12 1.035968 -1.528902 -1.749419
H13 -0.836711 -3.939004 -2.013959
H14 -1.310261 -2.109031 -2.141604
H15 -2.240598 -3.346016 1.046773
H16 -2.653857 -3.725808 -0.605713
H17 -2.589290 -1.985012 0.090086
H18 2.714150 -3.241499 -2.243268
H19 1.630343 -4.442467 -2.110103
C7 -6.771898 2.981852 -1.607630
C8 -5.353492 2.403236 -1.739075
C9 -4.325705 3.221234 -0.935650
O4 -4.060241 4.394096 -1.666705
C10 -3.318824 5.333015 -0.979330
N2 -5.393620 1.021090 -1.305689
H20 -7.099913 2.793943 -0.585276
H21 -7.535328 2.598428 -2.284583
H22 -6.689183 4.041888 -1.847599
H23 -5.111227 2.256019 -2.791568
H24 -3.384815 2.675797 -1.008708
H25 -4.612184 3.280809 0.114340
H26 -2.879195 6.112762 -1.601277
H27 -2.510905 4.791188 -0.487615
H28 -3.883177 5.794160 -0.168808
H29 -4.547169 0.538583 -1.571775
H30 -5.328794 0.965227 -0.299321
C11 -1.244078 -0.155721 3.912405
C12 -0.133631 -1.121706 3.605661
C13 0.508125 -1.907806 4.817857
O5 1.538942 -2.805500 4.349980
C14 2.323931 -3.335943 5.518846
N3 -0.678359 -2.015221 2.583634
H31 -0.909415 0.849909 4.166946
H32 -1.878250 -0.654916 4.645023
H33 -1.982312 -0.139099 3.110644
H34 0.642604 -0.433659 3.270780
H35 -0.334626 -2.310492 5.379734
H36 1.008968 -1.149640 5.419878
H37 2.747771 -2.614815 6.217721
H38 3.178476 -3.826944 5.053265
H39 1.609253 -4.012929 5.986843
H40 -1.184678 -1.414509 1.948909
H41 -1.379591 -2.454641 3.162656
C15 5.285611 0.706301 -0.342459
C16 4.508685 -0.248306 0.647484
C17 3.871227 0.511346 1.850875
O6 3.436922 -0.505324 2.710297
C18 3.521207 -0.043621 4.008620
N4 3.446764 -0.681837 -0.222438
H42 5.410991 0.250653 -1.324684
H43 6.199459 0.961164 0.194237
H44 4.897005 1.689110 -0.609225
H45 4.866417 -1.188124 1.068038
H46 3.199156 1.318909 1.560584
H47 4.590061 1.152758 2.360760
H48 4.567158 -0.052490 4.315251
H49 2.875283 -0.698473 4.593475
H50 2.956684 0.882075 4.120464
H51 4.005284 -0.790056 -1.056975
H52 2.909637 0.134886 -0.476550

Cartesian forces (eV/Å) of the 6 atoms listed first:
Al -1.141 1.603 -0.929
As -0.201 2.042 0.837
F 1.048 -2.116 0.457
F -0.306 0.150 -0.755
F -0.466 0.884 -0.141
F 0.314 -0.592 0.459

Values from the calculation:
spin multiplicity	2
F_max	0.059	Eh/bohr
net charge	+1
HOMO-LUMO gap (alpha / beta)	6.99 / 2.55	eV
HOMO energy (alpha / beta)	-10.57 / -10.57	eV
DFT total energy	-121484.8150	eV

---

DFT (ωB97M-V with the def2-TZVPD basis set) results for a cluster of 7 separate species, C18H52N2O7 in total at a distorted geometry.

Cartesian coordinates (Å):
C1 0.065723 -3.321078 -0.311991
O1 0.094481 -3.863327 1.035029
C2 1.466763 -3.712719 1.405102
C3 1.583471 -3.961862 2.942297
C4 1.076173 -2.796377 3.733722
N1 2.971965 -4.202304 3.310539
H1 -0.945507 -3.383623 -0.625101
H2 0.729116 -3.836372 -0.955180
H3 0.384063 -2.316723 -0.364175
H4 2.135277 -4.400483 0.857962
H5 1.784016 -2.700066 1.178807
H6 0.989746 -4.830226 3.188812
H7 0.193569 -2.292424 3.191627
H8 1.848086 -2.000919 3.802873
H9 0.787046 -3.012439 4.767371
H10 3.236093 -5.152530 3.051077
H11 3.060494 -4.175376 4.318679
C5 -4.536231 -2.972073 1.344068
O2 -4.600392 -1.726766 0.659002
C6 -4.821688 -1.702672 -0.706027
C7 -4.679225 -0.285864 -1.271651
C8 -5.497988 0.775433 -0.546566
N2 -4.842276 -0.313175 -2.719662
H12 -3.547962 -3.446810 1.422742
H13 -5.329137 -3.641764 0.930176
H14 -4.949681 -2.763968 2.310812
H15 -4.098555 -2.331220 -1.246514
H16 -5.807931 -2.166113 -0.888474
H17 -3.634623 -0.000704 -1.070919
H18 -5.304344 1.788676 -0.874442
H19 -5.191693 0.807287 0.484936
H20 -6.601875 0.624168 -0.679821
H21 -4.043131 -0.823508 -3.060606
H22 -5.657959 -0.876057 -2.946727
C9 0.667696 5.562431 1.802816
C10 2.157597 5.395081 1.602205
O3 2.324830 3.970741 1.530563
H23 0.144857 5.002185 0.995053
H24 0.316277 6.620493 1.767678
H25 0.376221 5.135036 2.747573
H26 2.869876 5.908832 2.332153
H27 2.387892 5.776806 0.608746
H28 3.205140 3.783363 1.187111
C11 0.296930 -2.414315 -4.592063
C12 0.609742 -1.072269 -3.962672
O4 0.515534 -1.271967 -2.593028
H29 0.402977 -2.354495 -5.698600
H30 -0.656544 -2.715037 -4.230706
H31 1.030286 -3.134920 -4.172160
H32 -0.144191 -0.290187 -4.174933
H33 1.576724 -0.753703 -4.312468
H34 0.211145 -0.444176 -2.183647
C13 5.094329 1.146017 -0.855917
C14 5.593098 2.456956 -0.267521
O5 4.462246 3.367814 -0.113008
H35 6.029051 0.548317 -1.062346
H36 4.631518 1.286054 -1.799847
H37 4.407968 0.723999 -0.177562
H38 6.340873 2.978426 -0.872344
H39 5.997209 2.278731 0.793641
H40 4.801069 4.283385 -0.186545
C15 -1.656917 3.177470 -1.754762
C16 -1.658871 1.688381 -1.828206
O6 -0.321885 1.322392 -2.124214
H41 -0.991191 3.503527 -0.950576
H42 -2.631412 3.576404 -1.528328
H43 -1.323388 3.697949 -2.667464
H44 -2.283198 1.261592 -2.655117
H45 -2.031136 1.222458 -0.876677
H46 0.206496 1.554450 -1.325214
C17 0.328255 0.695346 2.435680
C18 1.413606 0.316867 1.518452
O7 1.585675 1.188844 0.349446
H47 0.330175 -0.035015 3.181053
H48 -0.623328 0.714115 1.845710
H49 0.451114 1.696860 2.874686
H50 1.256795 -0.629729 1.044254
H51 2.388301 0.202648 2.040103
H52 1.594672 2.085821 0.641227

Cartesian forces (eV/Å) of the 6 atoms listed first:
C -0.971 -0.808 1.471
O 1.468 0.770 -1.213
C -0.292 -0.696 1.792
C 0.177 -0.034 -0.766
C -1.162 2.198 -0.553
N 0.526 -0.433 -0.155

Values from the calculation:
energy relative to the best compared isomer or geometry (same formula, charge and spin)	0.659	eV
structure (SMILES)	COC[C@H](C)N.COC[C@H](C)N.CCO.CCO.CCO.CCO.CCO
spin multiplicity	1
F_max	0.054	Eh/bohr
HOMO-LUMO gap	9.88	eV
HOMO energy	-9.32	eV
DFT total energy	-36818.8343	eV